1.
ORCA calculation (wB97M-V/def2-TZVPD) on a 7-piece molecular cluster, C45H49FIN7O16P2S overall.

Values from the calculation:
**HOMO**: -7.6 eV
**Orbital gap**: 0.2390 hartree
**E_LUMO**: -0.040 hartree
**Net charge**: 0
**Spin multiplicity**: 1

Atoms and positions in Å:
H: 4.40 -4.88 1.07
P: 3.31 -1.34 0.45
C: 4.16 -1.23 3.28
C: 1.99 -4.46 -0.32
H: -9.83 1.49 -4.34
N: -5.38 2.04 -5.50
O: 5.96 -2.92 2.87
H: 8.14 -2.46 1.54
O: -3.24 6.95 0.49
N: 1.21 -6.18 4.22
H: -12.59 2.09 0.37
H: -6.61 3.53 0.53
H: -14.87 -1.33 -0.89
O: 1.06 -3.67 -1.14
H: 3.05 -1.49 3.61
H: 3.09 -1.99 -0.84
C: 2.09 -8.61 6.95
H: -6.30 2.18 -1.52
C: -6.74 0.10 -6.24
H: 5.37 0.67 3.70
O: -10.22 2.42 -0.17
C: 7.52 2.68 -1.21
C: 6.04 -1.98 0.51
C: 1.16 3.44 -2.29
H: -10.76 -0.97 -2.10
C: 7.89 1.50 -1.88
H: 2.48 4.45 0.71
H: -5.11 5.44 1.00
H: -5.88 -0.30 -6.78
C: 1.37 -7.96 5.95
H: 1.30 6.52 0.07
H: -14.72 0.82 0.33
C: 1.93 4.48 -0.23
S: 1.62 -0.70 1.26
C: 2.26 -4.20 1.31
H: 1.10 2.58 -2.96
H: 3.92 -0.05 0.06
C: 3.19 1.30 3.66
O: -5.34 3.09 -4.84
H: -8.02 -1.55 -6.78
C: -4.96 4.85 0.10
C: 8.13 3.90 -1.53
H: 2.49 1.74 2.83
C: -5.63 3.01 -1.32
H: 0.16 -4.16 -1.15
C: -3.75 4.39 -1.96
C: -12.82 -1.27 -1.57
I: 6.42 -3.69 -0.89
C: 3.83 -4.05 1.72
F: 3.85 2.49 4.32
C: -13.85 0.44 -0.20
C: 3.98 -7.15 6.57
C: -8.97 1.11 -4.87
P: 4.67 -2.37 1.78
N: 2.60 2.15 -0.74
O: 2.68 -5.52 -0.83
C: -5.81 3.78 -0.16
C: 0.49 4.61 -2.63
H: -9.99 -0.66 -5.57
C: 1.88 3.37 -1.09
C: 8.86 1.55 -2.88
H: 3.94 -8.71 8.04
H: 10.21 2.80 -3.99
H: 4.80 -1.52 4.24
H: 1.64 -9.44 7.49
H: 9.58 4.88 -2.79
H: -2.96 4.62 -2.67
H: 2.62 0.73 4.52
O: 2.56 1.20 -1.54
C: -6.65 1.31 -5.54
N: 6.40 -4.14 2.58
H: 4.99 -6.83 6.81
O: -9.30 0.90 -1.46
C: 0.55 5.72 -1.78
H: 7.20 -0.59 3.14
C: 7.58 -0.26 2.06
N: -10.26 1.38 -0.83
C: 3.27 -6.48 5.56
H: 7.86 4.82 -1.02
H: 5.76 -1.12 -0.27
H: 4.72 0.68 1.94
H: -12.90 -2.21 -2.11
H: 1.94 -5.26 1.77
O: -2.18 6.57 -1.39
C: 3.39 -8.20 7.26
H: 1.51 -3.46 1.80
O: 3.21 2.12 0.34
C: -11.62 -0.57 -1.57
H: 8.70 0.13 2.11
H: 3.75 -5.66 5.04
C: -12.65 1.15 -0.18
C: -7.94 -0.60 -6.25
H: -4.47 2.71 -3.11
O: 6.16 3.70 0.37
C: 7.51 -1.56 1.07
H: 0.36 -8.28 5.72
C: -4.60 3.31 -2.21
N: -3.05 6.31 -0.55
H: -0.07 4.67 -3.56
N: 6.48 2.63 -0.18
C: -11.53 0.64 -0.86
C: 1.26 5.66 -0.58
H: 3.85 -4.49 2.83
O: 1.77 -5.25 3.63
H: 7.43 0.54 -1.63
H: 0.03 6.64 -2.06
C: -9.05 -0.10 -5.56
O: 5.98 1.53 0.09
C: -7.77 1.82 -4.85
H: 8.15 -1.26 0.11
C: 1.97 -6.89 5.26
O: -4.42 1.57 -6.13
C: 9.46 2.77 -3.21
C: -3.93 5.16 -0.81
O: 6.49 -4.84 3.60
C: 9.10 3.94 -2.53
C: -13.93 -0.77 -0.89
H: -7.71 2.76 -4.31
O: 0.04 -6.54 4.01
C: 4.43 0.37 3.03
H: 9.15 0.64 -3.40
H: 6.94 0.61 1.60

***

2.
ORCA calculation (wB97M-V/def2-TZVPD) on a 2-piece molecular cluster, C4H13NO overall.

Values from the calculation:
**Relative energy (zero: lowest compared OMol25 entry of this formula, charge and spin)**: 30.12 kcal per mole
**HOMO**: -9.6 eV
**Orbital gap**: 0.3886 hartree
**E_LUMO**: 0.036 hartree
**Net charge**: 0
**Spin multiplicity**: 1

Atoms and positions in Å:
C: 1.74 -0.91 0.81
N: 1.62 0.44 0.19
H: -2.59 -0.70 -1.27
H: -3.07 -1.12 0.37
H: 2.81 0.36 1.50
H: -1.47 1.37 -0.43
H: 0.88 0.97 0.65
C: -2.20 0.85 0.19
H: 0.77 -1.34 1.12
C: 1.40 0.43 -1.25
H: 2.25 -0.06 -1.73
H: 1.30 1.45 -1.61
H: -1.90 0.93 1.23
H: 0.49 -0.11 -1.54
O: 2.51 -0.60 1.92
C: -2.31 -0.62 -0.22
H: -1.37 -1.14 -0.08
H: -3.15 1.36 0.07
H: 2.27 -1.56 0.09

***

3.
ORCA calculation (wB97M-V/def2-TZVPD) on a 8-piece molecular cluster, C44H65FN9O3S overall.

Values from the calculation:
**Relative energy (zero: lowest compared OMol25 entry of this formula, charge and spin)**: 0.00 kcal per mole
**HOMO**: -9.6 eV
**Orbital gap**: 0.2163 hartree
**E_LUMO**: -0.136 hartree
**Net charge**: +1
**Spin multiplicity**: 1

Atoms and positions in Å:
H: 0.88 2.20 4.03
H: -3.24 7.06 -0.51
H: 0.40 -2.95 2.33
H: -2.36 -3.58 3.22
C: -0.38 8.47 -1.13
H: 0.51 8.96 -0.76
H: -0.25 -0.65 0.34
H: 2.20 1.24 -7.35
C: -0.62 -3.35 4.49
H: -2.63 7.16 -3.14
H: 3.84 8.65 1.15
S: 3.75 1.72 3.74
N: -3.74 -1.11 7.88
H: -0.92 -8.05 3.04
H: 3.79 1.69 -2.27
H: -5.00 -9.48 3.05
C: -0.54 -1.67 0.04
H: -2.75 -9.34 4.55
N: 1.90 0.31 -7.10
H: 1.09 4.56 -10.78
N: -2.50 -7.99 1.60
H: -5.51 -4.19 -3.79
C: 3.32 5.14 -8.43
C: 1.47 -0.09 -5.87
C: -2.88 -8.96 3.55
C: 2.89 -1.56 -1.43
H: -2.04 -7.51 0.85
C: -4.09 -1.84 6.77
C: 1.21 4.42 -8.61
C: -5.46 -1.90 6.73
H: -1.24 -1.55 -0.79
H: -0.63 2.90 2.11
H: 3.65 5.44 -10.57
H: -6.05 -5.45 -1.46
N: 2.22 4.70 -7.74
H: 3.21 -0.46 -3.24
H: 0.77 -2.02 -5.14
C: 3.90 1.11 -0.22
H: 0.39 -3.77 4.55
C: -0.55 -3.38 2.00
C: -3.00 -4.24 -1.72
H: -0.29 -4.22 1.35
H: 3.10 -1.44 -0.36
C: 2.49 2.22 2.65
C: 4.47 6.85 2.20
N: 3.76 5.77 2.65
H: 0.25 4.06 -8.26
C: 1.86 -0.74 -7.97
C: 0.68 -2.42 -0.48
H: -6.98 -1.03 8.13
C: -1.30 -2.30 1.23
H: -4.80 -0.13 9.44
H: 4.65 -0.68 -2.27
H: 2.16 -0.63 -9.00
C: -4.07 -9.03 2.77
N: -3.59 -3.90 -2.91
O: 4.48 0.63 3.20
H: -1.29 -4.97 3.24
H: -3.14 -3.40 -3.66
H: -2.28 -2.66 0.91
C: 0.43 2.72 2.07
C: -4.87 -0.71 8.54
H: -2.80 -0.92 8.16
C: -3.93 -4.92 -0.98
C: 3.62 2.54 0.33
C: 2.43 5.95 2.37
H: 5.53 6.91 2.33
H: -0.51 -2.27 4.37
H: -6.05 -2.41 5.98
H: 3.33 -2.53 -1.70
C: -5.12 -4.99 -1.75
H: 4.15 4.97 3.12
H: 2.25 1.12 -1.61
H: 3.45 0.39 0.46
C: -1.94 -8.31 2.81
H: 1.40 -2.59 0.32
C: -4.87 -4.36 -2.94
H: -1.51 -1.49 1.94
H: -1.45 -5.60 5.51
H: 4.50 3.00 0.77
C: 2.29 7.14 1.71
H: 3.31 3.19 -0.49
C: -1.31 -3.88 3.24
H: 1.25 -2.82 -7.69
C: 3.58 -0.45 -2.22
H: -1.34 8.13 0.72
C: -2.37 7.45 -1.00
H: -0.22 8.40 -3.31
N: 1.19 2.36 3.08
H: 1.41 0.60 -5.04
C: -0.77 8.17 -2.41
H: 4.98 0.94 -0.23
C: 1.66 4.68 -9.88
C: 1.16 -1.42 -5.95
O: -1.30 -3.53 5.72
H: -2.23 -4.86 6.92
H: -3.34 -2.25 6.12
C: 3.59 7.71 1.61
H: 4.23 5.42 -7.93
C: 3.00 5.14 -9.76
N: 1.21 2.83 1.01
H: 2.17 4.61 -6.74
C: 1.38 -1.66 -1.63
C: -3.80 -8.42 1.57
O: 3.19 1.76 5.04
N: -1.35 8.03 -0.28
C: -2.03 7.52 -2.32
C: -5.95 -1.18 7.85
C: -2.02 -4.73 5.86
H: -1.98 -3.97 -1.51
H: 0.92 -0.67 -1.76
H: -3.78 -5.31 0.01
H: 0.37 -3.41 -0.83
H: -2.98 -4.68 5.33
C: 2.52 2.53 1.32
H: -4.42 -8.26 0.71
H: 1.21 -2.21 -2.56
C: 1.40 -1.84 -7.28
F: 4.68 2.98 3.56
H: 1.37 7.55 1.35
H: 0.90 3.11 0.09
H: 1.70 5.22 2.67
C: 3.33 0.94 -1.62

***

4.
ORCA calculation (wB97M-V/def2-TZVPD) on a single C3H2N2 molecule.

Values from the calculation:
**Relative energy (zero: lowest compared OMol25 entry of this formula, charge and spin)**: 195.48 kcal per mole
**HOMO (spin up / spin down)**: -9.6 / -9.6 eV
**Orbital gap (spin up / spin down)**: 0.3129 / 0.3129 hartree
**E_LUMO (spin up / spin down)**: -0.041 / -0.041 hartree
**Net charge**: 0
**Spin multiplicity**: 1

Atoms and positions in Å:
C: 0.94 0.18 0.44
C: -0.80 -0.06 2.19
H: -0.68 -1.00 -0.88
C: 0.25 -0.23 -0.87
N: -0.32 0.47 1.19
N: -0.24 0.83 -0.30
H: 0.85 -0.19 -1.77

***

Q: Which E values were calculated for the entries above? A: -4808.853425; -290.148938; -2931.842740; -224.685668, in hartree.